DFT (wB97M-V/def2-TZVPD) results for C11H23AgCl10NiO5P as an isolated structure in a non-equilibrium geometry.

```
52
C11H23AgCl10NiO5P (wB97M-V/def2-TZVPD)
Ag 14.8366 8.1898 -8.4699
Ni 13.7801 10.9515 -7.0074
P 13.4997 8.3500 -6.1052
O 12.0511 8.1671 -5.5753
O 14.3013 9.6349 -5.7343
O 13.0925 9.0283 -7.4419
O 14.2045 7.1549 -6.7474
C 16.4298 11.1968 -8.7786
O 15.3612 10.4403 -8.3776
H 16.5313 11.2523 -9.8624
H 16.2598 12.1928 -8.3698
H 17.3790 10.9844 -8.2867
Cl 14.9472 13.2752 -2.5107
C 13.6319 13.0173 -3.7358
C 13.8422 13.9001 -4.9236
Cl 14.8545 13.0207 -6.1428
H 12.7304 13.3886 -3.2484
H 13.5081 11.9705 -4.0134
H 14.2801 14.8590 -4.6460
H 12.8870 14.0499 -5.4268
Cl 20.5649 11.2528 -5.3960
C 18.9702 12.0656 -5.6792
C 18.9429 13.4714 -5.1249
Cl 19.8922 14.4970 -6.2094
H 18.1531 11.6122 -5.1181
H 18.7972 12.0955 -6.7550
H 19.3568 13.3586 -4.1229
H 17.9145 13.8291 -5.0748
Cl 16.8708 10.4802 -14.9294
C 16.5158 11.2264 -13.3575
C 15.5436 12.4460 -13.5540
Cl 14.8011 12.8858 -12.0126
H 17.5175 11.4340 -12.9812
H 16.2117 10.4277 -12.6808
H 14.6877 12.1729 -14.1712
H 16.0576 13.2690 -14.0506
Cl 18.3410 14.1731 -10.4778
C 16.9486 14.9244 -9.5929
C 17.2530 15.3367 -8.1426
Cl 15.8882 16.2258 -7.3906
H 16.1801 14.1542 -9.6581
H 16.6644 15.7755 -10.2117
H 18.0587 16.0689 -8.1972
H 17.5686 14.4981 -7.5219
Cl 20.5860 6.9977 -9.5193
C 20.0278 8.5021 -8.6726
C 19.4147 8.0669 -7.4031
Cl 17.6646 7.5924 -7.5467
H 19.2644 9.0010 -9.2696
H 20.8303 9.1992 -8.4313
H 19.3812 8.9320 -6.7409
H 19.9451 7.3126 -6.8219
```

For the total energy, the calculation gives -7407.3076 hartree. The total charge is +1. As for the spin multiplicity: 5. The value obtained for the lowest unoccupied orbital energy (spin up / spin down) is -0.1571 / -0.2857 Eh. Its HOMO-LUMO gap (spin up / spin down) is 8.854 / 5.317 eV. Its HOMO energy (spin up / spin down) is -13.128 / -13.092 eV. The strongest force on any atom comes out at 5.114 eV/Å.